No. 1
Computed, not measured: a cluster of 2 separate species, C10H13O2 in total in a non-equilibrium geometry, with the ωB97M-V functional and the def2-TZVPD basis.

Positions of all 25 atoms, in Å:
C  1.27  0.08  2.24
C  1.23  0.22  3.79
C  1.05  1.41  1.59
O  -0.01  1.57  0.89
O  1.79  2.38  1.65
H  2.20  -0.39  1.94
H  0.49  -0.55  1.83
H  1.86  -0.53  4.25
H  0.19  0.06  4.11
H  1.38  1.26  4.06
C  -2.72  0.39  -2.46
C  1.06  -1.04  -1.04
C  -0.04  -1.88  -1.02
C  1.02  0.18  -1.66
C  -1.28  -1.38  -1.41
C  -0.22  0.62  -2.15
C  -1.38  -0.12  -1.99
H  1.99  -1.45  -0.64
H  0.06  -2.95  -0.89
H  1.80  0.93  -1.59
H  -2.19  -1.95  -1.28
H  -0.29  1.61  -2.58
H  -3.51  -0.16  -1.94
H  -2.85  0.26  -3.53
H  -2.91  1.42  -2.17

HOMO-LUMO gap (spin up / spin down) = 0.3657 / 0.2372 Ha
Energy above the lowest of the compared OMol25 structures with the same formula, charge and spin = 8.4 kcal/mol
2S+1 = 2
HOMO (spin up / spin down) = -9.136 / -9.134 eV

Mulliken atomic charge list, values in e, 6 entries: -0.0832, -1.1621, 0.6236, -0.3000, -0.5365, 0.2804

No. 2
Computed, not measured: a cluster of 2 separate species, C10H13O3 in total in a non-equilibrium geometry, with the ωB97M-V functional and the def2-TZVPD basis.

Positions of all 26 atoms, in Å:
C  0.87  2.83  0.90
C  -0.06  3.57  -0.04
C  1.86  1.89  0.23
O  1.95  1.84  -1.00
O  2.55  1.22  1.06
H  1.48  3.47  1.55
H  0.32  2.22  1.61
H  0.48  4.05  -0.86
H  -0.56  4.43  0.44
H  -0.83  2.94  -0.46
C  -1.67  -2.94  -2.07
C  -0.87  -1.70  1.43
C  0.31  -0.96  1.27
C  -1.48  -2.29  0.34
C  -0.91  -2.33  -0.94
C  0.86  -1.00  -0.01
C  0.22  -1.52  -1.12
O  0.89  -0.31  2.27
H  -1.33  -1.78  2.40
H  -2.47  -2.71  0.49
H  1.77  -0.46  -0.21
H  1.60  0.29  1.87
H  -1.07  -3.70  -2.56
H  -2.05  -2.21  -2.78
H  0.63  -1.27  -2.09
H  -2.51  -3.55  -1.70

HOMO-LUMO gap = 0.2968 Ha
Energy above the lowest of the compared OMol25 structures with the same formula, charge and spin = 6.3 kcal/mol
Charge = -1
HOMO = -4.632 eV

Mulliken atomic charge list, values in e, 6 entries: -0.0519, -1.1267, 0.4747, -0.7052, -0.8280, 0.3107

No. 3
Computed, not measured: the ion C10H13O4P with charge -2 in a non-equilibrium geometry, with the ωB97M-V functional and the def2-TZVPD basis.

Positions of all 28 atoms, in Å:
C  -2.05  2.18  0.12
C  -0.85  1.34  0.63
C  -0.56  1.45  1.95
C  0.40  0.66  2.63
C  1.08  -0.31  2.04
C  1.19  -0.44  0.62
P  1.74  -2.20  0.36
C  1.97  -2.12  -1.53
O  0.65  -3.17  0.62
O  3.05  -2.39  1.11
C  -0.18  0.47  -0.32
C  -1.19  -0.34  -1.03
C  0.80  1.26  -1.37
O  0.34  1.27  -2.50
O  1.79  1.79  -0.90
H  -1.89  2.45  -0.87
H  -2.11  3.03  0.64
H  -2.89  1.47  0.14
H  -0.92  2.40  2.44
H  0.39  0.87  3.68
H  1.54  -1.26  2.43
H  2.08  0.20  0.39
H  1.13  -1.49  -1.80
H  2.84  -1.69  -1.91
H  1.91  -3.21  -1.91
H  -1.61  0.21  -1.94
H  -2.19  -0.43  -0.50
H  -0.84  -1.43  -1.36

HOMO-LUMO gap = 0.2440 Ha
Structure (SMILES) = CC1=CC=C[C@@H]([P@](C)(=O)[O-])[C@]1(C)C(=O)[O-]
Energy above the lowest of the compared OMol25 structures with the same formula, charge and spin = 55.0 kcal/mol
Charge = -2
HOMO = -0.869 eV

Mulliken atomic charge list, values in e, 6 entries: -2.0979, -0.2811, -0.2438, -0.8013, -0.6362, 0.3972

No. 4
Computed, not measured: an isolated molecule of C10H13P in a non-equilibrium geometry, with the ωB97M-V functional and the def2-TZVPD basis.

Positions of all 24 atoms, in Å:
C  -0.85  1.50  1.90
C  -0.15  0.78  1.03
C  0.69  1.38  -0.03
C  0.42  2.81  -0.34
C  1.69  0.57  -0.43
P  1.70  -1.17  0.21
C  0.99  -2.08  -1.25
C  -0.22  -1.46  -1.76
C  -1.24  -1.35  -0.92
C  -1.19  -1.53  0.60
C  0.14  -0.98  1.13
H  -1.48  0.96  2.69
H  -0.83  2.65  1.97
H  -0.38  3.18  0.24
H  0.13  2.83  -1.39
H  1.35  3.26  -0.11
H  2.52  0.80  -1.03
H  0.85  -3.05  -0.62
H  1.66  -2.25  -2.04
H  -0.50  -1.24  -2.71
H  -2.15  -1.01  -1.41
H  -2.05  -1.06  1.18
H  -1.26  -2.54  0.79
H  0.14  -0.99  2.28

HOMO-LUMO gap = 0.3297 Ha
Structure (SMILES) = C=C1C(C)=CP2CC=CC[C@H]12
Energy above the lowest of the compared OMol25 structures with the same formula, charge and spin = 27.3 kcal/mol
HOMO = -8.060 eV

Mulliken atomic charge list, values in e, 6 entries: -0.9278, 0.4272, 0.6864, -1.4104, -0.8569, -0.3534

No. 5
Computed, not measured: a structure of composition C10H14AuNO2Se3, with the ωB97M-V functional and the def2-TZVPD basis.

Positions of all 31 atoms, in Å:
Au  -0.66  -0.03  -0.21
O  -6.30  1.04  -0.62
C  -5.54  -0.07  -0.12
C  -4.05  0.00  -0.53
C  -4.06  0.02  -2.06
O  -2.77  -0.01  -2.63
C  -3.50  -1.32  0.11
Se  -1.79  -2.22  -0.36
C  -3.52  1.30  0.13
Se  -1.78  2.17  -0.27
H  -7.08  1.13  -0.06
H  -5.98  -1.00  -0.51
H  -5.59  -0.10  0.97
H  -4.60  0.92  -2.37
H  -4.65  -0.85  -2.40
H  -2.86  0.27  -3.54
H  -4.25  -2.10  -0.06
H  -3.48  -1.14  1.18
H  -3.55  1.11  1.21
H  -4.26  2.08  -0.07
Se  2.89  -0.05  0.00
C  4.75  -0.16  0.11
C  5.45  -0.26  1.34
C  6.83  -0.33  1.37
N  7.64  -0.32  0.30
C  6.98  -0.23  -0.87
C  5.61  -0.15  -1.01
H  4.90  -0.28  2.26
H  7.33  -0.41  2.34
H  7.60  -0.21  -1.76
H  5.18  -0.07  -2.00

HOMO-LUMO gap = 0.1848 Ha
Charge = -2
HOMO = -0.741 eV

Mulliken atomic charge list, values in e, 6 entries: 0.2051, -0.5287, -1.3221, 2.1599, -0.9562, -0.2783

No. 6
Computed, not measured: a structure of composition C10H14B2CaF4N6 in a non-equilibrium geometry, with the ωB97M-V functional and the def2-TZVPD basis.

Positions of all 37 atoms, in Å:
H  0.86  3.42  1.34
N  0.52  1.82  -0.04
B  0.25  0.42  -2.18
N  0.56  1.76  -1.43
C  0.90  2.96  -1.93
Ca  0.66  0.39  1.69
H  1.00  3.08  -3.00
C  1.08  3.85  -0.86
H  1.34  4.88  -0.91
C  0.83  3.10  0.30
H  0.42  0.55  -3.35
C  -1.65  -2.37  2.20
H  -1.17  -2.41  3.17
H  -0.91  -2.47  1.40
H  -2.37  -3.20  2.18
N  -1.23  0.04  -1.88
N  1.18  -0.71  -1.60
N  -1.60  -0.11  -0.55
N  1.30  -0.94  -0.23
C  -2.30  -0.19  -2.68
C  1.96  -1.57  -2.28
H  -2.22  -0.10  -3.75
H  2.03  -1.52  -3.36
C  -3.38  -0.52  -1.87
C  2.60  -2.40  -1.36
C  -2.89  -0.45  -0.55
C  2.15  -1.98  -0.09
H  -4.37  -0.78  -2.17
H  3.29  -3.19  -1.57
H  -3.42  -0.63  0.37
H  2.41  -2.40  0.88
H  -2.22  -1.47  2.09
F  1.91  1.01  3.47
B  0.88  0.63  4.49
F  0.95  -0.76  4.65
F  1.04  1.36  5.63
F  -0.36  0.91  3.75

HOMO-LUMO gap = 0.3386 Ha
Energy above the lowest of the compared OMol25 structures with the same formula, charge and spin = 0.0 kcal/mol
HOMO = -8.936 eV

Mulliken atomic charge list, values in e, 6 entries: 0.4362, -0.5221, 0.0986, 0.0338, -0.1200, 2.0767

No. 7
Computed, not measured: a structure of composition C10H14BFN6V in a non-equilibrium geometry, with the ωB97M-V functional and the def2-TZVPD basis.

Positions of all 33 atoms, in Å:
C  3.03  0.03  -0.15
N  1.76  0.06  -0.64
N  1.87  0.04  -2.04
C  3.17  0.04  -2.37
C  3.94  -0.02  -1.21
B  0.63  0.16  -2.94
N  -0.36  -0.96  -2.53
N  -0.81  -1.10  -1.21
C  -1.72  -2.11  -1.21
C  -1.82  -2.63  -2.50
C  -0.98  -1.86  -3.29
V  -0.07  0.22  0.07
N  -0.08  1.51  -2.58
N  -0.47  1.71  -1.25
C  -1.06  2.94  -1.20
C  -1.03  3.52  -2.48
C  -0.39  2.60  -3.31
H  -1.44  3.32  -0.26
H  -0.17  2.66  -4.37
H  -1.42  4.48  -2.75
H  0.90  0.12  -4.10
H  -0.79  -1.88  -4.34
H  3.44  0.06  -3.41
H  -2.43  -3.45  -2.82
H  5.01  -0.09  -1.15
H  -2.25  -2.37  -0.31
H  3.22  0.10  0.92
H  -2.57  -0.52  1.79
C  -1.99  -1.36  2.23
H  -2.53  -2.30  2.06
H  -0.98  -1.41  1.78
H  -1.89  -1.19  3.31
F  -0.12  0.55  1.81

HOMO-LUMO gap (spin up / spin down) = 0.3068 / 0.1499 Ha
2S+1 = 4
Charge = +2
HOMO (spin up / spin down) = -16.497 / -16.451 eV

Mulliken atomic charge list, values in e, 6 entries: -0.2155, -0.2758, 0.1328, -0.0436, -0.9411, -0.0648

No. 8
Computed, not measured: an isolated molecule of C10H14BNO in a non-equilibrium geometry, with the ωB97M-V functional and the def2-TZVPD basis.

Positions of all 27 atoms, in Å:
B  -1.56  -2.04  -0.69
C  1.26  0.25  1.73
C  2.56  0.87  1.44
C  -1.05  -0.32  0.75
C  0.28  0.37  0.78
C  2.69  1.79  0.28
C  1.33  2.38  -0.27
C  -1.70  0.23  -0.53
C  0.50  1.15  -0.48
C  -0.86  1.31  -1.05
C  -1.97  -3.47  -1.26
N  -0.98  -1.72  0.54
O  -1.99  -0.88  -1.34
H  1.02  -0.44  2.53
H  3.48  0.91  2.03
H  -1.57  -0.13  1.75
H  3.33  2.73  0.52
H  3.13  1.10  -0.44
H  0.72  3.01  0.42
H  1.73  3.00  -1.09
H  -2.65  0.86  -0.34
H  1.09  0.48  -1.06
H  -1.34  2.26  -1.41
H  -3.03  -3.26  -1.05
H  -1.50  -4.37  -0.79
H  -1.93  -3.75  -2.37
H  -0.95  -2.35  1.39

HOMO-LUMO gap (spin up / spin down) = 0.2819 / 0.3384 Ha
2S+1 = 3
HOMO (spin up / spin down) = -7.054 / -9.192 eV

Mulliken atomic charge list, values in e, 6 entries: 0.2981, -0.4747, -0.7643, -0.1303, 0.0084, -0.6099

No. 9
Computed, not measured: a cluster of 2 separate species, C10H14BrN2O in total in a non-equilibrium geometry, with the ωB97M-V functional and the def2-TZVPD basis.

Positions of all 28 atoms, in Å:
C  2.59  -0.04  0.11
C  0.79  -2.23  0.15
C  1.28  0.13  0.42
C  0.39  -0.96  0.30
C  -1.38  0.60  0.49
C  3.11  -1.32  -0.52
C  2.31  -2.58  -0.12
C  0.84  1.44  1.10
C  -3.56  1.25  -1.29
C  -3.39  0.89  0.14
N  -0.99  -0.64  0.43
N  -0.67  1.66  0.64
O  1.51  2.54  0.59
Br  -4.29  -0.75  0.72
H  3.34  0.85  0.15
H  0.14  -3.03  0.10
H  3.05  -1.16  -1.63
H  4.16  -1.57  -0.27
H  2.67  -3.09  0.74
H  2.36  -3.42  -0.81
H  0.76  1.60  2.11
H  -2.85  1.99  -1.47
H  -3.45  0.60  -2.24
H  -4.60  1.61  -1.48
H  -3.60  1.80  0.75
H  -1.62  -1.35  0.36
H  -0.89  2.66  0.74
H  1.98  2.49  -0.21

HOMO-LUMO gap = 0.3257 Ha
Energy above the lowest of the compared OMol25 structures with the same formula, charge and spin = 15.2 kcal/mol
Charge = +1
HOMO = -12.007 eV

Mulliken atomic charge list, values in e, 6 entries: -0.6032, -0.7943, 0.5879, 0.2263, 0.3854, -0.7147

The evaluated E_tot for the records listed, in turn: -14673.6517; -16725.5140; -28059.0843; -19866.1579; -215913.7382; -50210.2330; -48604.0189; -14808.8270; -85657.7468 eV.